{
  "formula": "C40H59GaNO40",
  "method": "ωB97M-V/def2-TZVPD",
  "species": ["Ga", "O", "O", "O", "O", "O", "O", "O", "O", "O", "O", "O", "O", "O", "O", "O", "O", "O", "O", "O", "O", "O", "O", "O", "O", "O", "O", "O", "O", "O", "O", "O", "O", "O", "O", "O", "O", "O", "O", "O", "O", "N", "C", "C", "C", "C", "C", "C", "C", "C", "C", "C", "C", "C", "C", "C", "C", "C", "C", "C", "C", "C", "C", "C", "C", "C", "C", "C", "C", "C", "C", "C", "C", "C", "C", "C", "C", "C", "C", "C", "C", "C", "H", "H", "H", "H", "H", "H", "H", "H", "H", "H", "H", "H", "H", "H", "H", "H", "H", "H", "H", "H", "H", "H", "H", "H", "H", "H", "H", "H", "H", "H", "H", "H", "H", "H", "H", "H", "H", "H", "H", "H", "H", "H", "H", "H", "H", "H", "H", "H", "H", "H", "H", "H", "H", "H", "H", "H", "H", "H", "H"],
  "positions_angstrom": [[0.32, 3.57, 0.84], [-0.84, 4.43, -0.45], [-2.73, -3.45, -0.70], [6.64, 12.19, 3.33], [6.90, -8.56, -0.89], [-7.50, -2.21, -1.28], [6.80, 11.23, 1.31], [-9.30, -0.88, -1.20], [7.73, -10.28, -2.09], [-8.45, -1.46, 2.35], [-3.28, -0.40, 2.62], [-9.21, -2.60, -2.66], [1.40, -7.14, 1.65], [-5.41, 5.24, -0.12], [-0.80, -3.57, -1.83], [-3.02, 0.82, 0.75], [5.54, -9.74, -2.21], [-6.93, -0.14, 1.37], [1.70, -1.55, -3.89], [2.32, 9.14, -4.31], [1.82, -11.96, -0.05], [-6.30, -2.14, 2.18], [0.67, 0.41, -3.48], [1.67, 2.39, 4.63], [-3.13, 1.85, 2.76], [2.43, -8.91, 0.76], [6.54, 9.96, 3.13], [1.94, 3.01, 0.02], [-0.21, -11.25, 0.61], [0.13, 4.80, -2.29], [3.52, 7.55, -3.29], [-5.38, 5.71, -2.31], [-0.83, -4.03, 0.35], [2.89, 0.89, 5.75], [4.53, 9.44, -3.98], [3.91, 6.94, 0.51], [2.01, -7.12, -0.52], [2.89, 0.35, -3.71], [3.89, 2.69, 4.84], [-7.32, 5.83, -1.16], [0.07, -12.14, -1.43], [-0.12, 5.25, -1.20], [-7.24, -3.47, -1.89], [-4.12, 4.85, -0.61], [1.15, 1.70, -3.08], [1.74, -0.37, -3.71], [4.70, -8.89, -1.43], [1.95, -7.67, 0.53], [2.52, 1.74, -3.68], [-7.15, -1.32, 1.99], [0.44, 6.36, 2.10], [7.00, 9.88, 0.89], [2.15, 7.18, -3.14], [0.47, -4.41, -0.12], [0.49, -11.74, -0.21], [-9.09, -0.20, 2.15], [-6.15, 5.61, -1.19], [6.66, 11.22, 2.66], [-4.02, 5.60, -1.90], [1.47, 7.99, -4.21], [-8.15, -3.44, -3.09], [1.24, -12.45, -2.21], [6.81, -9.59, -1.76], [-3.14, 0.86, 2.11], [-1.56, -3.67, -0.72], [-3.47, -1.29, 1.51], [0.81, 1.28, 4.87], [-2.85, -0.54, 0.37], [1.32, -8.18, 2.62], [-8.21, 0.45, 1.11], [0.57, -3.67, -1.43], [0.59, 4.83, 2.43], [1.52, 0.55, 5.99], [-8.73, -1.81, -1.67], [1.76, 7.09, 1.73], [2.39, -9.13, 2.17], [2.26, -12.75, -1.15], [2.91, 2.05, 5.05], [3.55, 8.77, -3.87], [6.38, 9.09, 2.00], [5.66, -7.85, -0.93], [2.71, 6.23, 0.86], [1.37, -0.53, 5.95], [1.23, 0.92, 6.97], [-8.52, -4.43, -3.36], [-0.18, 1.61, 5.16], [-10.11, -0.34, 1.81], [6.53, 9.69, -0.08], [5.31, 8.91, 1.84], [1.05, -13.30, -2.86], [0.04, 6.85, 3.01], [1.57, 4.57, 2.89], [-3.43, 5.06, -2.65], [-0.23, 4.59, 3.14], [1.48, 7.98, 1.12], [3.37, -8.90, 2.60], [-3.60, 6.60, -1.78], [4.27, -9.48, -0.62], [0.46, 8.29, -3.93], [2.02, 6.11, -3.29], [2.52, 2.12, -4.71], [-0.26, 6.48, 1.25], [5.76, -7.00, -1.62], [6.88, 8.13, 2.17], [3.22, 2.32, -3.09], [-7.50, -4.27, -1.18], [-3.34, -0.75, -0.58], [1.17, 1.75, -1.99], [-2.98, -2.24, 1.70], [-0.46, 2.23, 1.28], [2.14, -10.17, 2.40], [-8.52, 0.19, 0.09], [1.49, -7.79, 3.62], [8.08, 9.70, 0.79], [0.74, 0.68, 3.96], [2.31, 7.50, 2.60], [3.90, -8.47, -2.03], [1.24, -4.12, 0.59], [-8.17, 1.53, 1.22], [1.16, -4.20, -2.17], [2.17, 5.99, -0.08], [0.50, -5.49, -0.25], [-7.67, -2.99, -3.96], [0.50, 2.49, -3.46], [1.50, -11.58, -2.81], [1.44, 7.48, -5.17], [-4.53, -1.45, 1.38], [0.98, -2.66, -1.31], [-3.34, 5.13, 0.10], [1.81, 7.44, -2.14], [3.27, -12.48, -1.45], [3.00, 5.28, 1.34], [-6.19, -3.57, -2.15], [-1.78, -0.75, 0.26], [-4.10, 3.77, -0.74], [4.33, 6.38, -0.14], [5.40, -7.46, 0.05], [2.26, -13.81, -0.85], [-9.10, 0.35, 3.09], [0.32, -8.62, 2.59], [2.39, 3.76, -0.37]],
  "mulliken_charge": [-0.044, -0.168, -0.577, -0.535, -0.349, -0.182, -0.329, -0.607, -0.531, -0.412, -0.390, -0.368, -0.294, -0.352, -0.309, -0.233, -0.362, -0.138, -0.570, -0.345, -0.299, -0.571, -0.339, -0.175, -0.583, -0.200, -0.335, -0.610, -0.528, -0.357, -0.338, -0.378, -0.366, -0.359, -0.548, -0.427, -0.556, -0.350, -0.531, -0.552, -0.344, 0.181, -0.300, 0.141, 0.207, 0.611, 0.042, 0.727, -0.289, 0.653, -0.523, -0.318, 0.307, 0.127, 0.697, -0.454, 0.594, 0.630, -0.116, -0.285, -0.400, -0.307, 0.577, 0.671, 0.660, 0.294, -0.247, -0.155, -0.336, -0.093, -0.347, -0.660, -0.334, 0.582, -0.875, -0.421, -0.276, 0.615, 0.599, -0.092, -0.235, 0.363, 0.296, 0.255, 0.305, 0.298, 0.302, 0.304, 0.113, 0.303, 0.430, 0.251, 0.211, 0.484, 0.307, 0.250, 0.252, 0.033, 0.296, 0.071, 0.269, 0.115, 0.256, 0.296, 0.260, 0.259, 0.330, -0.013, 0.324, -0.187, 0.285, 0.124, 0.321, 0.238, 0.197, 0.304, 0.310, 0.333, 0.361, 0.341, -0.490, -0.062, 0.280, 0.181, 0.253, 0.254, -0.287, 0.146, 0.086, -0.043, 0.271, 0.468, 0.291, 0.180, 0.104, 0.258, 0.244, 0.246, 0.305, 0.273, 0.183],
  "total_energy_ev": -178204.638,
  "spin_multiplicity": 1,
  "e_lumo_ev": 1.154,
  "homo_energy_ha": -0.2133,
  "homo_lumo_gap_ev": 6.96,
  "total_charge": -1
}


{
  "formula": "C40H61BrLuN4O5S2Si4",
  "method": "ωB97M-V/def2-TZVPD",
  "species": ["Lu", "Br", "S", "S", "Si", "Si", "Si", "Si", "O", "O", "O", "O", "O", "N", "N", "N", "N", "C", "C", "C", "C", "C", "C", "C", "C", "C", "C", "C", "C", "C", "C", "C", "C", "C", "C", "C", "C", "C", "C", "C", "C", "C", "C", "C", "C", "C", "C", "C", "C", "C", "C", "C", "C", "C", "C", "C", "C", "H", "H", "H", "H", "H", "H", "H", "H", "H", "H", "H", "H", "H", "H", "H", "H", "H", "H", "H", "H", "H", "H", "H", "H", "H", "H", "H", "H", "H", "H", "H", "H", "H", "H", "H", "H", "H", "H", "H", "H", "H", "H", "H", "H", "H", "H", "H", "H", "H", "H", "H", "H", "H", "H", "H", "H", "H", "H", "H", "H", "H"],
  "positions_angstrom": [[-0.74, 0.01, 0.06], [2.23, 0.83, -0.65], [-1.21, -3.11, -3.86], [-3.24, -1.12, -2.96], [-2.89, -2.67, 1.21], [-0.56, -1.33, 2.95], [-0.40, 1.89, -3.47], [0.05, -3.69, 0.90], [-2.20, 1.11, 1.23], [-2.78, 5.28, 1.19], [0.64, -0.28, 2.25], [2.98, -4.53, -3.08], [2.07, -2.05, 0.26], [0.16, 2.43, 0.83], [-0.84, 2.95, 1.58], [-0.84, -1.47, -1.71], [1.20, -3.21, -1.59], [-2.74, -3.00, -4.82], [2.34, 2.72, -0.10], [-5.00, 4.39, 3.92], [5.20, 5.07, 0.04], [-3.91, 2.40, 3.15], [1.43, 0.54, 3.06], [-1.71, -0.22, 4.00], [-2.22, 2.43, 1.25], [-0.22, -5.24, 1.99], [3.61, -3.47, -1.02], [5.84, -3.96, -0.14], [-1.68, 2.40, -4.83], [-1.59, -1.80, -2.61], [3.33, 7.10, -0.08], [0.88, 3.32, -3.45], [1.82, -3.03, 1.33], [5.59, 6.37, 0.26], [6.08, -4.85, -1.16], [-3.23, -1.57, -4.73], [3.91, -4.36, -2.08], [2.93, 5.80, -0.27], [3.52, 3.35, -0.37], [4.64, -3.29, -0.07], [4.66, 7.40, 0.22], [5.11, -5.03, -2.13], [-1.18, 1.69, -1.79], [0.31, -2.33, 4.37], [-3.66, -3.39, 2.82], [-3.18, 3.12, 2.22], [-3.18, -4.03, -0.11], [2.43, -2.66, -1.03], [-1.07, -2.22, 1.39], [1.20, 3.18, 0.57], [-4.81, 3.02, 4.00], [3.85, 4.74, -0.20], [0.51, 0.38, -4.21], [0.52, -4.27, -0.78], [-4.02, -1.23, 0.66], [-3.41, 4.49, 2.11], [-4.31, 5.12, 2.97], [-0.20, -4.78, -1.41], [7.02, -5.39, -1.22], [2.59, -3.81, 1.30], [-3.65, -2.66, 3.62], [1.21, -0.06, -3.51], [6.62, 6.60, 0.48], [-2.25, 1.44, -1.93], [1.33, 3.48, -4.43], [-2.42, 4.73, 0.48], [-2.10, 3.38, -4.62], [1.46, -3.62, -2.49], [-4.25, -1.46, -5.11], [5.29, -5.71, -2.95], [-3.75, 1.33, 3.19], [0.99, -1.72, 4.96], [-5.36, 2.44, 4.73], [-4.00, -0.42, 1.37], [-0.33, -4.97, 3.03], [-0.44, -2.71, 5.05], [-4.24, -4.20, -0.29], [-3.47, -3.70, -4.39], [-1.12, -5.75, 1.68], [-4.44, 6.18, 2.87], [1.91, -2.50, 2.27], [2.61, 7.90, -0.15], [-4.68, -3.73, 2.69], [4.49, -2.59, 0.76], [-2.74, -0.55, 3.91], [-5.70, 4.88, 4.58], [0.83, 1.32, 3.54], [1.69, 3.12, -2.76], [0.61, -5.93, 1.91], [-0.78, 3.96, 1.71], [1.94, -0.03, 3.84], [-2.73, -3.76, -1.06], [0.86, -3.18, 4.00], [1.91, 5.59, -0.54], [-5.05, -1.53, 0.52], [-1.66, 0.80, 3.63], [-2.56, -0.89, -5.25], [5.94, 4.28, 0.06], [4.32, 2.72, -0.73], [2.87, -1.54, 0.50], [-1.18, 2.70, -1.36], [-0.19, -0.40, -4.48], [-3.66, -0.82, -0.29], [0.42, 4.26, -3.15], [6.59, -3.78, 0.62], [-3.07, -4.24, 3.16], [1.24, 4.20, 0.94], [4.96, 8.42, 0.38], [1.05, 0.64, -5.11], [2.20, 1.03, 2.44], [-2.48, 2.86, 0.23], [-2.51, 1.70, -4.84], [-1.45, -0.22, 5.05], [-2.74, -4.98, 0.19], [3.30, -5.20, -3.70], [0.49, -2.42, -1.75], [-2.52, -3.29, -5.85], [-1.26, 2.43, -5.82]],
  "mulliken_charge": [0.972, -0.065, -0.171, -0.083, 0.299, 0.582, -0.165, -0.936, -0.379, -0.735, 0.774, -0.543, -0.033, 0.588, -0.126, -0.660, 1.262, -0.624, 0.082, -0.395, -0.633, -0.189, -1.360, -0.834, -0.686, -1.242, 0.785, -1.111, -1.162, -0.396, -0.704, -0.967, -0.820, -0.549, -0.695, -0.459, 0.974, -0.238, -0.652, -0.770, -0.385, -0.700, -0.206, -1.398, -1.230, 0.878, -0.948, -1.010, 1.041, -1.005, -1.345, 0.498, -0.517, -0.950, -0.149, 0.202, -0.628, 0.362, 0.371, 1.065, 0.317, 0.013, 0.369, 0.597, 0.432, 0.339, 0.329, 0.935, 0.521, 0.261, 0.408, 0.379, 0.418, -0.221, 0.344, 0.374, 0.381, 0.282, 0.329, 0.432, 0.371, 0.384, 0.373, 0.163, 0.240, 0.376, 0.182, 0.151, 0.328, 0.546, 0.367, 0.096, 0.323, 0.448, 0.535, -0.064, 0.098, 0.367, 0.406, 0.532, -0.228, 0.063, -0.163, 0.254, 0.375, 0.310, 0.719, 0.382, 0.502, 0.195, -0.085, 0.211, 0.436, 0.281, 0.290, -0.619, 0.411, 0.320],
  "total_energy_ev": -215513.463,
  "spin_multiplicity": 1,
  "e_lumo_ev": [1.265, 1.264],
  "homo_energy_ha": [-0.1176, -0.1176],
  "de_lowest_kj_mol": 980.68,
  "homo_lumo_gap_ev": [4.46, 4.46],
  "total_charge": -1
}